A structure of composition C34H26F4N5O2P2PdS2, computed with ωB97M-V/def2-TZVPD.

Geometry as XYZ:
```
76
Properties=species:S:1:pos:R:3:forces:R:3
Pd 0.459806 -0.638771 -1.259607 -0.024 0.032 0.001
N -1.313297 -1.559047 -1.935304 -0.001 -0.006 -0.001
C -2.135488 -0.774213 -2.846048 -0.006 -0.005 -0.005
C -3.357050 -1.261604 -3.288514 0.000 -0.001 0.004
C -4.134347 -0.486660 -4.132944 0.001 -0.002 -0.001
C -3.697296 0.771375 -4.531903 0.002 0.003 -0.002
C -2.478558 1.252321 -4.087492 -0.003 0.004 0.001
C -1.685266 0.476685 -3.244517 0.002 -0.002 0.010
P -0.076163 1.028348 -2.601852 0.016 -0.009 0.003
C 1.028573 1.156094 -4.026039 -0.011 -0.010 -0.019
C 2.253387 1.803534 -3.855942 0.002 0.001 0.004
C 3.157200 1.856845 -4.903319 -0.002 0.003 0.002
C 2.847931 1.265085 -6.121535 -0.001 -0.002 -0.002
C 1.634144 0.617133 -6.291725 0.003 0.002 -0.005
C 0.724152 0.558446 -5.245526 0.002 0.009 0.009
C -0.319074 2.707747 -2.002373 -0.008 0.008 0.002
C -0.230057 3.800597 -2.863799 0.006 -0.002 0.003
C -0.496953 5.074337 -2.387273 0.000 -0.002 0.000
C -0.848645 5.257788 -1.056426 -0.004 0.003 0.002
C -0.931719 4.170309 -0.198787 0.000 -0.002 -0.001
C -0.666662 2.892995 -0.667574 0.002 0.003 -0.003
H -1.827915 -1.766939 -1.079421 0.010 0.006 0.005
H -1.073582 -2.458598 -2.345269 0.000 0.001 0.001
H -3.701458 -2.235180 -2.961573 0.000 0.000 0.000
H -5.090439 -0.861183 -4.472945 0.000 0.001 0.000
H -4.312406 1.377373 -5.183138 0.000 -0.001 0.000
H -2.140654 2.237371 -4.385483 0.000 -0.001 0.000
H 2.497189 2.260765 -2.904172 -0.001 0.002 0.000
H 4.106046 2.358494 -4.767599 0.000 0.000 0.000
H 3.556409 1.308346 -6.938252 0.000 0.000 0.000
H 1.392710 0.154815 -7.239675 -0.001 0.000 0.000
H -0.221257 0.049303 -5.384540 0.002 0.001 -0.001
H 0.060470 3.661542 -3.898094 0.003 0.002 -0.001
H -0.424136 5.924102 -3.053139 0.000 -0.001 -0.001
H -1.051190 6.254519 -0.686395 0.000 0.000 0.000
H -1.194586 4.311829 0.841241 0.001 0.001 0.000
H -0.708243 2.047385 0.009420 0.001 -0.004 0.003
C 3.238066 3.055719 3.880002 0.001 0.002 -0.001
C 2.185594 2.053253 3.477061 0.001 0.007 -0.001
O 2.404164 1.720014 2.086579 -0.008 -0.023 0.006
P 1.688587 0.419814 1.491416 0.056 0.047 -0.024
S 2.273763 0.569218 -0.475872 0.002 -0.001 0.013
S -0.209275 0.264291 1.877430 -0.043 -0.006 0.003
O 2.441116 -0.805714 2.167238 -0.009 -0.014 0.004
C 3.872847 -0.993249 2.039931 0.004 -0.002 -0.002
C 4.489140 -1.036544 3.416558 0.000 0.005 0.002
H 3.086389 3.352688 4.918280 0.000 -0.001 0.000
H 3.180314 3.944695 3.252297 0.000 0.000 0.000
H 4.236640 2.628891 3.784263 -0.001 -0.001 0.000
H 1.177415 2.458179 3.572519 -0.001 -0.003 0.001
H 2.245280 1.144883 4.080472 0.001 -0.001 0.000
H 4.295526 -0.191731 1.431747 -0.001 0.000 0.001
H 4.010398 -1.938215 1.515964 -0.001 0.002 -0.002
H 4.360792 -0.083756 3.932531 -0.001 0.000 -0.001
H 5.557966 -1.238280 3.330976 0.001 -0.001 0.001
H 4.035710 -1.832059 4.005526 -0.001 -0.001 -0.001
F -1.836516 -3.016454 0.732438 -0.007 -0.004 -0.002
C -1.836768 -3.224845 2.068589 -0.005 0.007 0.007
C -3.043684 -3.173542 2.698252 0.003 0.000 -0.005
F -4.116095 -2.897067 1.952959 -0.001 -0.001 -0.001
C -3.194140 -3.412693 4.085396 0.000 0.000 0.005
C -1.975956 -3.717595 4.744084 -0.003 0.005 -0.003
C -0.770298 -3.761724 4.103619 0.001 -0.003 -0.001
F 0.312868 -4.035132 4.834047 0.001 -0.001 -0.002
C -0.620460 -3.503591 2.724196 0.011 -0.004 0.005
C 0.641734 -3.490267 2.062845 -0.029 -0.043 -0.050
C 0.768624 -2.913523 0.805704 0.064 -0.023 -0.002
N 0.886610 -2.419025 -0.236064 -0.017 -0.038 -0.014
C 1.876098 -3.863121 2.661610 -0.015 0.149 0.129
N 2.910549 -4.121028 3.099353 0.007 -0.082 -0.071
F -1.989586 -3.957735 6.053238 0.000 -0.001 -0.001
C -4.440206 -3.354265 4.746760 0.001 0.023 0.012
C -5.657669 -3.035466 4.084513 -0.001 -0.056 -0.024
N -6.674975 -2.797951 3.598364 0.001 0.030 0.013
C -4.602360 -3.601853 6.137466 0.000 0.004 0.000
N -4.809780 -3.788511 7.255248 -0.001 -0.003 -0.001
```
Forces are in eV/Å.

The expectation value of S² is 0.7929. The spin multiplicity is 2. The HOMO-LUMO gap (alpha / beta) comes out at 0.2319 / 0.2134 hartree. For the largest force on an atom, the calculation gives 0.0039 hartree/bohr. The calculated total energy comes out at -3741.99649 Eh. The highest occupied orbital energy (alpha / beta) is -7.202 / -7.862 eV.